1.
{
  "formula": "C19H46O15PS",
  "method": "ωB97M-V/def2-TZVPD",
  "homo_lumo_gap_ev": 7.34,
  "total_charge": -1,
  "spin_multiplicity": 1,
  "symbols": ["O", "P", "O", "O", "C", "S", "O", "O", "O", "H", "H", "H", "H", "C", "O", "C", "C", "O", "C", "C", "O", "C", "H", "H", "H", "H", "H", "H", "H", "H", "H", "H", "H", "H", "H", "H", "C", "O", "C", "C", "O", "C", "C", "O", "C", "H", "H", "H", "H", "H", "H", "H", "H", "H", "H", "H", "H", "H", "H", "C", "O", "C", "C", "O", "C", "C", "O", "C", "H", "H", "H", "H", "H", "H", "H", "H", "H", "H", "H", "H", "H", "H"],
  "coordinates": [[-2.124, 0.298, 0.542], [-1.815, 1.418, -0.560], [-1.186, 0.742, -2.061], [-0.648, 2.519, 0.202], [-3.343, 2.485, -0.977], [-4.995, 1.633, -0.746], [-5.583, 2.082, 0.637], [-4.871, 0.091, -0.834], [-6.038, 2.240, -1.984], [-1.524, 1.260, -2.849], [-0.011, 2.856, -0.509], [-3.369, 3.462, -0.303], [-3.268, 2.816, -2.098], [4.533, -1.859, -2.703], [4.411, -1.382, -1.374], [4.718, 0.010, -1.266], [4.117, 0.594, 0.014], [2.715, 0.871, -0.102], [1.850, -0.273, -0.077], [1.714, -0.887, 1.320], [2.843, -1.715, 1.611], [3.017, -1.913, 3.005], [5.559, -1.745, -3.057], [4.270, -2.919, -2.713], [3.843, -1.327, -3.365], [4.324, 0.553, -2.136], [5.808, 0.108, -1.240], [4.590, 1.565, 0.196], [4.326, -0.028, 0.887], [2.149, -1.011, -0.823], [0.866, 0.102, -0.377], [0.822, -1.521, 1.358], [1.625, -0.087, 2.062], [3.189, -0.957, 3.506], [3.894, -2.545, 3.155], [2.143, -2.412, 3.433], [2.254, -4.984, -0.526], [1.936, -6.013, -1.448], [0.733, -6.702, -1.099], [0.160, -7.430, -2.317], [-0.549, -6.558, -3.208], [0.266, -5.694, -4.012], [0.980, -6.434, -5.147], [2.147, -7.097, -4.651], [2.565, -8.152, -5.501], [2.418, -5.401, 0.469], [3.171, -4.494, -0.862], [1.455, -4.238, -0.497], [-0.011, -5.992, -0.713], [0.981, -7.428, -0.318], [-0.585, -8.148, -1.961], [0.923, -8.003, -2.848], [0.959, -5.117, -3.397], [-0.430, -4.978, -4.463], [1.307, -5.716, -5.906], [0.293, -7.157, -5.599], [1.781, -8.910, -5.579], [3.451, -8.616, -5.063], [2.820, -7.769, -6.492], [-2.006, 3.310, 3.585], [-2.650, 4.527, 3.248], [-3.997, 4.578, 3.723], [-4.486, 6.027, 3.793], [-4.009, 6.722, 4.953], [-2.627, 7.109, 4.922], [-2.360, 8.289, 3.983], [-2.279, 7.837, 2.628], [-2.512, 8.884, 1.700], [-2.524, 2.465, 3.127], [-0.982, 3.346, 3.207], [-1.968, 3.186, 4.671], [-4.066, 4.120, 4.719], [-4.618, 4.013, 3.020], [-5.576, 6.010, 3.894], [-4.261, 6.581, 2.880], [-1.982, 6.256, 4.705], [-2.395, 7.432, 5.943], [-1.398, 8.749, 4.234], [-3.159, 9.029, 4.091], [-3.516, 9.296, 1.835], [-2.442, 8.471, 0.691], [-1.762, 9.671, 1.813]],
  "forces_ev_per_a": [[1.74, 4.33, -4.54], [-0.64, -3.29, 4.07], [-1.31, 2.51, 1.69], [-0.73, -1.37, -3.65], [0.98, 1.52, -0.73], [-7.08, -1.64, -0.16], [2.73, -0.86, -4.07], [0.53, 4.91, -0.19], [4.80, -1.87, 4.25], [0.41, -0.78, 1.36], [-1.14, -0.61, 1.40], [0.17, -2.22, -1.32], [-0.34, -0.60, 2.05], [-0.11, 0.00, 0.45], [-0.11, 0.17, -0.23], [-0.23, -0.49, 0.42], [-0.33, 0.18, -0.38], [0.44, -0.36, 0.00], [-0.27, 0.20, 0.41], [0.23, -0.31, -0.54], [0.24, 0.15, 0.29], [-0.02, -0.06, -0.53], [0.11, 0.03, -0.19], [0.05, 0.13, 0.10], [0.05, 0.06, -0.12], [0.01, 0.01, 0.10], [0.12, 0.21, -0.05], [-0.08, -0.02, -0.12], [-0.01, -0.21, -0.19], [0.13, -0.09, 0.21], [0.17, -0.02, 0.17], [-0.19, 0.22, 0.00], [-0.05, 0.03, -0.05], [-0.10, 0.05, 0.15], [-0.08, 0.02, -0.12], [-0.06, 0.04, 0.16], [0.03, -0.11, -0.29], [-0.29, 0.04, -0.05], [0.44, 0.04, -0.49], [-0.25, 0.37, 0.18], [0.55, -0.04, -0.02], [-0.29, -0.32, -0.20], [0.43, 0.18, 0.63], [-0.19, -0.30, -0.15], [-0.02, 0.38, 0.35], [-0.02, 0.08, 0.19], [-0.11, -0.13, 0.02], [-0.02, 0.03, 0.15], [0.02, -0.11, -0.06], [-0.18, -0.11, 0.14], [-0.03, 0.17, 0.00], [0.16, 0.20, 0.09], [0.17, -0.21, -0.07], [-0.01, -0.18, 0.03], [-0.17, 0.08, -0.15], [-0.05, 0.01, 0.01], [-0.06, -0.06, -0.15], [-0.07, 0.14, 0.02], [-0.02, -0.09, -0.15], [-0.06, 0.18, -0.27], [0.01, 0.17, 0.37], [0.25, 0.32, -0.48], [0.02, -0.41, 0.26], [0.45, 0.12, -0.24], [-0.45, 0.26, 0.00], [0.19, -0.74, -0.35], [-0.26, 0.31, 0.07], [0.13, -0.45, 0.21], [0.02, -0.17, 0.04], [-0.18, 0.06, -0.07], [-0.07, -0.10, 0.12], [-0.03, 0.08, -0.04], [-0.20, -0.07, 0.09], [0.13, -0.04, 0.11], [0.20, -0.17, 0.02], [-0.03, 0.09, -0.29], [-0.13, 0.06, -0.08], [0.02, 0.16, 0.20], [-0.04, 0.00, 0.05], [-0.03, 0.16, 0.01], [0.04, -0.05, 0.16], [-0.01, 0.18, -0.02]],
  "lowdin_charge": [-0.3752, 0.7151, -0.2320, -0.2467, -0.3269, 0.6168, -0.4710, -0.4445, -0.5416, 0.0754, 0.0806, 0.1067, 0.0806, -0.1081, -0.2111, -0.1938, -0.1731, -0.1394, -0.1581, -0.1754, -0.2198, -0.1147, 0.0828, 0.0805, 0.0879, 0.1258, 0.1202, 0.1225, 0.1179, 0.1194, 0.0939, 0.1303, 0.1294, 0.0839, 0.0837, 0.0862, -0.0987, -0.2115, -0.1917, -0.1729, -0.1348, -0.1669, -0.1921, -0.2097, -0.1150, 0.0862, 0.0820, 0.0900, 0.1310, 0.1213, 0.1237, 0.1157, 0.1189, 0.1280, 0.1222, 0.1242, 0.0843, 0.0865, 0.0834, -0.1053, -0.2128, -0.1828, -0.1677, -0.1444, -0.1743, -0.1954, -0.2055, -0.1134, 0.0920, 0.0836, 0.0805, 0.1258, 0.1267, 0.1254, 0.1175, 0.1190, 0.1210, 0.1197, 0.1229, 0.0848, 0.0886, 0.0816]
}

---

2.
{
  "formula": "C28H56CuO36S8",
  "method": "ωB97M-V/def2-TZVPD",
  "homo_lumo_gap_ev": [4.94, 3.77],
  "total_charge": -2,
  "spin_multiplicity": 2,
  "symbols": ["Cu", "S", "O", "O", "O", "O", "S", "O", "O", "O", "O", "C", "C", "C", "O", "C", "H", "H", "H", "H", "H", "H", "H", "H", "C", "C", "C", "O", "C", "H", "H", "H", "H", "H", "H", "H", "H", "C", "C", "C", "O", "C", "H", "H", "H", "H", "H", "H", "H", "H", "C", "C", "C", "O", "C", "H", "H", "H", "H", "H", "H", "H", "H", "C", "C", "O", "S", "O", "O", "O", "H", "H", "H", "H", "C", "C", "O", "S", "O", "O", "O", "H", "H", "H", "H", "C", "C", "O", "S", "O", "O", "O", "H", "H", "H", "H", "C", "C", "O", "S", "O", "O", "O", "H", "H", "H", "H", "C", "C", "O", "S", "O", "O", "O", "H", "H", "H", "H", "C", "C", "O", "S", "O", "O", "O", "H", "H", "H", "H"],
  "coordinates": [[11.453, 20.680, 7.903], [11.244, 17.802, 10.349], [11.417, 16.359, 10.316], [11.117, 18.301, 11.730], [12.361, 18.502, 9.744], [10.168, 18.343, 9.481], [10.156, 21.905, 4.460], [10.773, 21.556, 3.182], [11.121, 22.547, 5.327], [8.998, 22.687, 4.016], [9.737, 20.745, 5.206], [11.548, 10.173, 8.819], [12.360, 8.955, 9.168], [11.452, 8.386, 10.259], [10.908, 9.551, 10.879], [10.574, 10.454, 9.955], [10.983, 10.097, 7.890], [12.123, 11.088, 8.679], [13.343, 9.167, 9.589], [12.439, 8.183, 8.401], [11.990, 7.785, 10.992], [10.758, 7.632, 9.888], [10.702, 11.471, 10.327], [9.563, 10.397, 9.553], [14.994, 17.561, 4.341], [15.950, 18.708, 4.607], [14.942, 19.837, 4.770], [13.914, 19.215, 5.507], [13.733, 17.910, 5.085], [15.372, 16.601, 4.693], [14.771, 17.491, 3.276], [16.722, 18.882, 3.858], [16.515, 18.671, 5.538], [14.438, 20.086, 3.836], [15.215, 20.829, 5.131], [12.827, 17.680, 4.525], [13.781, 17.319, 6.000], [7.278, 24.545, 10.062], [8.218, 24.312, 11.235], [8.747, 23.012, 10.857], [9.005, 23.105, 9.451], [7.972, 23.911, 8.864], [7.010, 25.597, 10.160], [6.357, 23.999, 10.262], [7.637, 24.148, 12.143], [8.897, 25.126, 11.486], [8.050, 22.198, 11.055], [9.626, 22.785, 11.460], [7.238, 23.381, 8.257], [8.536, 24.649, 8.292], [15.760, 23.703, 10.620], [15.136, 24.699, 9.653], [13.672, 24.264, 9.674], [13.720, 22.849, 9.751], [14.947, 22.466, 10.252], [15.578, 24.004, 11.652], [16.841, 23.610, 10.518], [15.633, 24.691, 8.683], [15.341, 25.711, 10.004], [13.031, 24.525, 8.833], [13.184, 24.679, 10.556], [15.459, 21.845, 9.517], [14.949, 21.854, 11.154], [11.663, 12.923, 14.838], [10.478, 13.914, 14.759], [9.418, 13.314, 15.557], [10.123, 12.319, 16.709], [9.746, 10.957, 16.414], [9.999, 12.749, 18.126], [11.679, 12.598, 16.196], [12.641, 13.349, 14.617], [11.445, 11.953, 14.391], [10.122, 13.915, 13.728], [10.768, 14.936, 15.004], [8.743, 21.384, 16.359], [9.778, 22.430, 16.658], [9.136, 23.480, 17.433], [7.472, 23.347, 17.329], [6.864, 24.527, 16.626], [6.865, 22.836, 18.605], [7.491, 22.087, 16.267], [8.661, 20.538, 17.042], [8.894, 20.914, 15.388], [10.098, 22.877, 15.716], [10.626, 22.049, 17.227], [15.878, 13.208, 10.748], [16.236, 14.479, 9.847], [17.637, 14.363, 9.637], [18.211, 12.818, 10.017], [18.819, 12.962, 11.334], [18.998, 12.053, 9.043], [16.671, 12.231, 10.158], [14.869, 12.808, 10.646], [16.161, 13.265, 11.799], [15.893, 15.424, 10.269], [15.796, 14.352, 8.858], [8.817, 14.187, 6.529], [8.412, 15.353, 5.627], [9.031, 15.007, 4.398], [9.398, 13.408, 4.222], [10.856, 13.235, 4.324], [8.729, 12.786, 3.079], [8.594, 13.122, 5.650], [8.233, 14.116, 7.447], [9.867, 14.117, 6.815], [8.870, 16.311, 5.872], [7.350, 15.393, 5.384], [5.875, 17.727, 11.839], [5.233, 18.251, 10.565], [3.821, 18.416, 10.754], [3.648, 18.849, 12.347], [2.342, 18.515, 12.886], [4.098, 20.254, 12.440], [4.895, 17.914, 12.854], [6.709, 18.314, 12.223], [6.147, 16.673, 11.898], [5.442, 17.522, 9.783], [5.782, 19.161, 10.326], [14.451, 19.358, 15.730], [14.534, 17.871, 15.349], [14.280, 17.083, 16.474], [13.741, 17.965, 17.762], [14.275, 17.487, 19.039], [12.307, 18.142, 17.638], [14.567, 19.267, 17.149], [13.476, 19.760, 15.456], [15.271, 19.971, 15.356], [15.499, 17.677, 14.881], [13.691, 17.639, 14.698]],
  "forces_ev_per_a": [[-0.28, -1.10, 0.38], [-0.66, 2.44, -0.06], [-0.29, -1.47, -0.11], [-0.62, -0.42, 1.09], [4.20, 1.19, -1.32], [-2.61, -0.73, -0.26], [0.88, -1.08, 3.13], [0.34, -0.20, -1.99], [0.71, 1.91, 0.04], [-0.43, 0.91, -0.57], [-1.22, -1.70, -0.02], [0.16, 1.97, -1.94], [-0.65, -0.92, 0.62], [0.92, -0.19, 0.72], [-0.04, -3.01, 3.00], [0.01, 1.60, -2.24], [0.14, -0.40, -0.14], [0.48, -0.21, -0.13], [-0.05, 0.14, -0.15], [0.23, 0.40, -0.35], [0.21, 0.49, 0.43], [-0.89, 0.57, -0.42], [-0.02, -0.04, 0.29], [-0.49, -0.33, 0.31], [0.71, -0.89, -0.83], [0.48, 1.11, 0.20], [-1.08, -0.08, -1.39], [-0.79, 2.00, 1.42], [0.85, -1.19, 1.11], [0.11, -0.05, -0.26], [0.31, -0.06, -0.15], [-0.27, -0.05, -0.39], [-0.21, -0.54, 0.27], [0.46, 0.04, -0.83], [0.27, -0.45, 0.85], [-0.17, 0.45, 0.00], [-0.79, -0.19, 0.09], [-0.80, 0.79, 1.18], [-1.79, 0.32, 1.14], [1.57, -1.25, -0.18], [0.04, -0.70, 0.14], [0.82, 1.16, 0.56], [-0.05, 0.19, -1.24], [-0.07, -0.07, 0.05], [-0.21, 0.29, 0.21], [0.41, -0.18, -0.60], [-0.33, -0.01, -0.02], [0.52, -0.31, -0.69], [0.41, -0.34, -0.14], [-0.39, -0.01, -0.47], [-0.25, 0.24, -0.64], [0.55, 1.10, 0.19], [0.03, 0.31, -0.21], [-0.95, 0.21, -0.01], [2.17, -1.25, 0.96], [-0.20, 0.01, 0.06], [-0.06, -0.22, -0.20], [-0.33, -0.53, -0.25], [-0.54, 0.23, 0.11], [0.34, 0.08, -0.21], [-0.06, 0.01, 0.33], [0.13, 0.06, -0.28], [-0.96, -0.33, 0.05], [-0.94, 0.23, 0.05], [0.41, -0.84, -1.72], [1.53, -0.54, 1.66], [0.48, 0.31, 1.63], [0.27, 1.46, -0.03], [0.29, -0.46, -3.98], [-1.39, -0.41, 3.04], [-0.27, -0.06, -0.33], [0.16, 0.38, -1.16], [-0.24, 0.17, 0.10], [-0.31, -0.16, 0.65], [-0.64, -0.95, -0.51], [0.11, 0.46, -0.11], [-1.92, -0.30, 0.14], [-2.16, 0.04, 0.06], [2.15, -3.46, 2.37], [2.17, 1.90, -3.48], [0.12, 1.40, 0.93], [0.01, 0.39, 0.54], [0.12, 0.28, -0.11], [0.18, 0.10, 0.13], [-0.13, 0.11, -0.01], [-0.43, 1.41, -0.56], [-1.36, -1.73, 0.46], [1.93, -1.36, 0.02], [-0.03, 0.15, 1.34], [-0.97, -0.22, -1.78], [-2.39, 2.09, 1.21], [3.11, -1.47, -1.04], [-0.10, 0.61, -0.02], [-0.14, 0.57, 0.05], [0.66, 0.02, 0.13], [-0.41, 0.01, 0.17], [0.13, 1.06, 0.39], [0.96, 0.12, 0.24], [1.37, -1.46, -2.49], [0.38, 1.09, 0.44], [-3.12, 0.26, 0.13], [0.81, 1.22, 2.56], [0.30, -2.81, -1.95], [-0.27, -0.33, -0.34], [0.11, 0.84, 0.05], [-0.43, 0.00, 0.38], [-0.11, 0.12, 0.71], [0.23, 0.13, 1.38], [1.52, -0.36, -0.85], [-0.03, 0.00, 1.70], [1.28, 2.48, -0.48], [2.38, -0.27, -1.01], [-1.04, -2.91, -0.02], [-3.03, 0.42, 0.99], [0.32, -0.01, -0.82], [-0.14, 0.03, -0.48], [-0.57, 0.21, -0.20], [-0.72, 0.32, -0.27], [-0.59, -0.96, 0.56], [-0.93, 0.66, -1.91], [-0.16, -0.69, 2.76], [0.51, -0.21, -0.97], [-0.59, 1.26, -3.01], [1.90, 0.04, 0.14], [-0.65, 0.30, 2.48], [0.13, 0.22, 0.00], [-0.13, -0.14, 0.17], [-0.09, -0.58, 0.32], [0.47, 0.10, -0.69]],
  "lowdin_spin": [-0.0005, 0.0000, 0.0000, 0.0000, 0.0000, 0.0000, -0.0378, 0.4798, 0.0291, 0.4299, 0.0998, 0.0000, 0.0000, 0.0000, 0.0000, 0.0000, 0.0000, 0.0000, 0.0000, 0.0000, 0.0000, 0.0000, 0.0000, 0.0000, 0.0000, 0.0000, 0.0000, -0.0002, 0.0000, 0.0000, 0.0000, 0.0000, 0.0000, 0.0000, 0.0000, 0.0000, 0.0000, 0.0000, 0.0000, 0.0000, 0.0000, 0.0000, 0.0000, 0.0000, 0.0000, 0.0000, 0.0000, 0.0000, 0.0000, 0.0000, 0.0000, 0.0000, 0.0000, 0.0000, 0.0000, 0.0000, 0.0000, 0.0000, 0.0000, 0.0000, 0.0000, 0.0000, 0.0000, 0.0000, 0.0000, 0.0000, 0.0000, 0.0000, 0.0000, 0.0000, 0.0000, 0.0000, 0.0000, 0.0000, 0.0000, 0.0000, 0.0000, 0.0000, 0.0000, 0.0000, 0.0000, 0.0000, 0.0000, 0.0000, 0.0000, 0.0000, 0.0000, 0.0000, 0.0000, 0.0000, 0.0000, 0.0000, 0.0000, 0.0000, 0.0000, 0.0000, 0.0000, 0.0000, 0.0000, 0.0000, 0.0000, 0.0000, 0.0000, 0.0000, 0.0000, 0.0000, 0.0000, 0.0000, 0.0000, 0.0000, 0.0000, 0.0000, 0.0000, 0.0000, 0.0000, 0.0000, 0.0000, 0.0000, 0.0000, 0.0000, 0.0000, 0.0000, 0.0000, 0.0000, 0.0000, 0.0000, 0.0000, 0.0000, 0.0000]
}

---

Number 1: DFT total energy -71281.0653 eV. Number 2: DFT total energy -234961.6665 eV.